Record 1
{"formula": "C31H59AsBr2NSbSeSi2Sn", "method": "the ωB97M-V functional and the def2-TZVPD basis", "species": ["Sn", "Br", "C", "Br", "H", "H", "C", "Si", "C", "C", "C", "C", "C", "C", "C", "C", "N", "Si", "C", "C", "C", "H", "H", "H", "H", "H", "H", "H", "H", "H", "H", "H", "H", "H", "H", "H", "H", "H", "H", "H", "H", "H", "H", "C", "C", "C", "Sb", "C", "C", "C", "C", "C", "C", "H", "H", "H", "H", "H", "H", "H", "H", "H", "H", "H", "H", "H", "H", "H", "H", "H", "H", "H", "H", "H", "Se", "C", "C", "C", "C", "C", "C", "H", "H", "H", "H", "H", "C", "As", "C", "C", "H", "H", "H", "H", "H", "H", "H", "H", "H"], "coordinates": [[-0.2400, 0.2558, 0.1411], [-0.1613, 1.2042, -4.9880], [-1.9297, 1.1827, -4.2441], [-2.1641, -0.0673, -2.7716], [-2.6129, 0.8668, -5.0197], [-2.1611, 2.1702, -3.8702], [-0.8140, 2.0129, 3.4991], [-1.7887, 0.4513, 3.2131], [-0.8477, -1.1396, 3.5294], [-3.2162, 0.4034, 4.3973], [-2.2958, 0.3861, 1.3761], [-2.6358, -1.0137, 1.0371], [-3.8434, -1.6337, 1.3888], [-4.0599, -2.9467, 1.0209], [-3.0693, -3.6492, 0.3339], [-1.9015, -2.9860, 0.0444], [-1.7092, -1.7007, 0.3780], [-3.6307, 1.6749, 0.7833], [-2.9135, 3.3619, 0.4628], [-4.8754, 1.9101, 2.1515], [-4.5531, 1.0338, -0.7066], [-0.5841, 2.1291, 4.5630], [-1.3988, 2.8871, 3.1997], [0.1249, 2.0352, 2.9509], [-0.4995, -1.1748, 4.5649], [0.0130, -1.2963, 2.8770], [-1.5184, -1.9919, 3.3852], [-2.8327, 0.1130, 5.3810], [-3.9706, -0.3346, 4.1146], [-3.7094, 1.3673, 4.5096], [-4.5888, -1.0839, 1.9477], [-4.9990, -3.4267, 1.2661], [-3.2139, -4.6757, 0.0269], [-1.0837, -3.4705, -0.4737], [-2.0440, 3.5919, 1.0832], [-3.6886, 4.1004, 0.6943], [-2.6232, 3.5021, -0.5762], [-4.4778, 2.5373, 2.9515], [-5.2539, 0.9895, 2.5985], [-5.7303, 2.4373, 1.7170], [-4.2495, 1.5543, -1.6151], [-5.6225, 1.2141, -0.5692], [-4.4254, -0.0364, -0.8805], [2.9504, -4.1915, -2.1317], [2.4063, -3.2465, -1.0626], [1.5961, -4.0008, -0.0080], [1.2233, -1.6282, -1.8894], [0.1524, -2.3989, -3.6290], [1.0550, -3.0752, -4.6575], [-0.9846, -3.3219, -3.2067], [2.6830, -0.2312, -2.6556], [3.7652, -0.8624, -3.5305], [3.3122, 0.5379, -1.5020], [3.7107, -4.8342, -1.6795], [3.4166, -3.6748, -2.9683], [2.1657, -4.8428, -2.5162], [3.2355, -2.7250, -0.5893], [0.7664, -4.5429, -0.4676], [1.1898, -3.3391, 0.7608], [2.2269, -4.7437, 0.4876], [-0.2454, -1.4792, -4.0515], [1.4184, -4.0419, -4.3199], [1.9029, -2.4652, -4.9555], [0.4573, -3.2499, -5.5571], [-0.6044, -4.2545, -2.7790], [-1.5759, -3.5877, -4.0873], [-1.6607, -2.8564, -2.4946], [2.0764, 0.4560, -3.2477], [4.3835, -1.5646, -2.9680], [4.4259, -0.0714, -3.8974], [3.3672, -1.3692, -4.4051], [4.0403, -0.0742, -0.9642], [2.5624, 0.8987, -0.7998], [3.8459, 1.4122, -1.8847], [-0.0413, 2.3774, -1.2383], [1.1085, 3.6622, -0.4132], [2.0387, 4.2811, -1.2388], [2.7790, 5.3495, -0.7451], [2.5992, 5.7822, 0.5605], [1.6878, 5.1383, 1.3888], [0.9365, 4.0782, 0.9043], [2.1758, 3.9389, -2.2568], [3.4905, 5.8491, -1.3904], [3.1672, 6.6247, 0.9333], [1.5441, 5.4818, 2.4059], [0.2097, 3.5899, 1.5340], [2.0467, 0.3255, 3.8859], [2.0087, 0.3997, 1.9522], [3.0976, -1.1606, 1.6333], [3.2137, 1.8805, 1.6270], [3.0856, 0.4845, 4.1746], [1.7244, -0.6550, 4.2201], [1.4199, 1.0885, 4.3353], [4.0815, -1.0054, 2.0759], [3.2019, -1.3472, 0.5748], [2.6255, -2.0209, 2.1083], [4.2272, 1.5406, 1.8401], [2.9540, 2.6912, 2.3047], [3.1528, 2.2490, 0.6083]], "forces_ev_per_angstrom": [[-0.7, -0.3, 0.8], [-0.1, 0.0, 0.0], [0.1, 0.0, 0.0], [0.1, 0.1, -0.1], [-0.1, 0.0, 0.0], [0.0, 0.0, 0.0], [0.0, 0.1, 0.2], [-0.2, -0.1, -0.1], [0.1, 0.0, 0.1], [-0.1, 0.0, 0.2], [1.0, 0.1, -0.7], [-0.5, 0.2, 0.3], [0.0, -0.1, 0.0], [0.0, 0.1, 0.0], [0.0, 0.0, 0.0], [0.0, 0.1, 0.1], [0.5, -0.3, -0.4], [0.1, -0.1, 0.2], [0.0, 0.2, 0.0], [-0.1, 0.0, 0.1], [-0.1, -0.1, -0.1], [0.0, 0.0, -0.1], [0.0, 0.0, 0.0], [0.0, 0.1, 0.0], [0.0, 0.0, 0.0], [0.0, -0.1, 0.0], [0.0, 0.1, 0.0], [0.0, 0.0, -0.1], [0.0, 0.0, 0.1], [0.0, -0.1, 0.0], [0.0, 0.0, -0.1], [0.0, 0.0, 0.0], [0.0, 0.0, 0.0], [0.0, 0.0, 0.0], [-0.1, 0.0, 0.0], [0.1, 0.0, 0.0], [0.0, 0.0, 0.0], [-0.1, 0.0, 0.0], [0.0, 0.1, 0.0], [0.0, 0.0, 0.0], [0.0, 0.0, 0.0], [0.0, 0.0, 0.0], [-0.1, 0.1, 0.0], [0.0, 0.0, 0.1], [-0.3, -0.1, -0.1], [0.2, 0.0, 0.0], [0.1, 0.5, 0.1], [0.0, -0.2, 0.1], [-0.1, 0.1, -0.1], [0.0, 0.0, -0.1], [0.1, -0.1, -0.1], [0.0, 0.1, 0.0], [0.1, 0.0, -0.1], [0.0, 0.0, 0.0], [0.0, 0.0, 0.0], [0.0, 0.0, 0.0], [0.1, -0.1, -0.1], [0.0, 0.0, 0.0], [0.0, 0.0, 0.0], [0.0, 0.0, 0.0], [0.0, 0.0, 0.0], [0.0, 0.0, 0.0], [0.0, 0.0, 0.0], [0.0, 0.0, 0.0], [0.0, 0.0, 0.0], [0.0, 0.0, 0.0], [0.0, 0.0, 0.0], [0.0, 0.0, 0.0], [0.0, 0.0, 0.0], [0.0, 0.0, 0.0], [0.0, 0.0, 0.0], [0.0, 0.0, 0.0], [0.0, 0.1, 0.0], [0.0, 0.0, 0.0], [0.0, -0.1, -0.5], [0.0, -0.1, 0.2], [0.1, 0.0, 0.1], [0.0, 0.0, -0.1], [0.0, 0.0, 0.0], [0.0, 0.0, 0.0], [0.0, 0.1, -0.2], [0.0, 0.0, 0.0], [0.0, 0.0, 0.0], [0.0, 0.0, 0.0], [0.0, 0.0, 0.0], [-0.1, 0.0, 0.0], [-0.2, 0.1, 0.2], [0.1, -0.1, -0.3], [0.0, -0.1, 0.1], [0.1, 0.1, 0.0], [0.0, 0.0, -0.1], [0.0, 0.0, 0.0], [0.1, 0.0, 0.0], [0.0, 0.0, 0.0], [0.1, 0.1, 0.0], [0.0, 0.0, 0.0], [0.0, -0.1, 0.0], [0.0, 0.0, 0.0], [0.0, 0.0, 0.0]], "lowdin_charge": [0.759, 0.676, -0.954, 0.717, 0.014, 0.005, -0.176, 0.429, -0.175, -0.158, -0.406, -0.489, -0.014, -0.006, -0.019, -0.130, -0.023, 0.465, -0.182, -0.173, -0.192, 0.058, 0.044, -0.040, 0.050, -0.023, 0.053, 0.054, 0.039, 0.031, 0.111, 0.128, 0.122, 0.073, 0.008, 0.053, -0.002, 0.036, 0.029, 0.053, 0.006, 0.049, 0.004, -0.118, -0.536, -0.145, 1.520, -0.551, -0.108, -0.161, -0.540, -0.113, -0.175, 0.098, 0.063, 0.075, 0.056, 0.067, 0.050, 0.098, -0.018, 0.064, 0.054, 0.100, 0.083, 0.100, 0.006, 0.033, 0.078, 0.095, 0.054, 0.082, -0.032, 0.102, 0.659, -0.611, -0.131, -0.055, -0.055, -0.068, -0.150, 0.103, 0.117, 0.117, 0.118, 0.063, -0.242, 1.060, -0.265, -0.244, 0.059, 0.032, 0.024, 0.062, -0.029, 0.043, 0.057, 0.042, 0.008], "de_lowest_kj_mol": 92.0, "gap_ha": 0.2346, "energy_ha": -12089.651283, "homo_energy_ev": -13.2, "charge": 2}

Record 2
{"formula": "C31H59F5N8O13S", "method": "the ωB97M-V functional and the def2-TZVPD basis", "species": ["C", "C", "C", "S", "O", "O", "C", "F", "F", "C", "F", "F", "F", "C", "O", "O", "C", "O", "H", "H", "H", "C", "N", "C", "C", "O", "H", "H", "H", "H", "H", "H", "H", "C", "N", "C", "C", "O", "H", "H", "H", "H", "H", "H", "H", "C", "N", "C", "C", "O", "H", "H", "H", "H", "H", "H", "H", "C", "N", "C", "C", "O", "H", "H", "H", "H", "H", "H", "H", "C", "N", "C", "C", "O", "H", "H", "H", "H", "H", "H", "H", "C", "N", "C", "C", "O", "H", "H", "H", "H", "H", "H", "H", "C", "N", "C", "C", "O", "H", "H", "H", "H", "H", "H", "H", "C", "N", "C", "C", "O", "H", "H", "H", "H", "H", "H", "H"], "coordinates": [[-5.1609, -1.3813, 8.4699], [-4.3234, -2.2408, 7.6020], [-2.9999, -2.4155, 7.5015], [-1.7419, -1.4536, 8.2391], [-2.2997, -0.5558, 9.1977], [-0.5992, -2.2482, 8.5348], [-1.2541, -0.4283, 6.7661], [-0.0498, 0.0884, 7.0000], [-1.1868, -1.2477, 5.6989], [-2.2148, 0.7254, 6.3968], [-3.4318, 0.2627, 6.1192], [-1.7357, 1.3221, 5.3064], [-2.3005, 1.6292, 7.3581], [-2.7975, -3.6676, 6.7025], [-2.0493, -4.5525, 6.9351], [-3.8866, -3.7577, 5.8568], [-4.8871, -2.9817, 6.4188], [-5.9063, -2.7554, 5.8637], [-6.0431, -1.9607, 8.7482], [-4.6253, -1.1697, 9.3882], [-5.4965, -0.4784, 7.9652], [2.9451, -0.7588, 3.5946], [2.5056, -1.3416, 2.3417], [1.2367, -1.4914, 1.8875], [0.1103, -1.0084, 2.7692], [1.0115, -2.0050, 0.8001], [3.5916, 0.1004, 3.4111], [3.5029, -1.4893, 4.1819], [2.0913, -0.4291, 4.1772], [3.2087, -1.6888, 1.7074], [-0.8272, -1.2111, 2.2587], [0.1187, -1.5349, 3.7222], [0.1933, 0.0636, 2.9540], [1.3850, -2.0833, -2.2097], [2.7934, -1.7278, -2.1949], [3.7029, -1.8116, -3.1949], [3.2220, -2.3477, -4.5182], [4.8625, -1.4541, -3.0128], [0.7814, -1.2087, -1.9679], [1.1954, -2.8471, -1.4592], [1.0930, -2.4468, -3.1891], [3.1706, -1.3661, -1.3335], [4.0596, -2.3544, -5.2097], [2.8447, -3.3658, -4.4082], [2.4244, -1.7104, -4.9031], [-2.3305, 1.1654, -4.0796], [-1.3289, 0.1698, -4.3958], [-0.0658, 0.3545, -4.8254], [0.4252, 1.7700, -5.0046], [0.6583, -0.6100, -5.0632], [-2.6514, 1.0639, -3.0418], [-3.2018, 1.0295, -4.7210], [-1.9326, 2.1648, -4.2254], [-1.6041, -0.7967, -4.3046], [1.4546, 1.7405, -5.3477], [-0.1776, 2.2982, -5.7439], [0.3886, 2.3165, -4.0618], [6.7994, 2.1743, -4.4332], [5.6748, 3.0469, -4.7089], [4.5458, 3.2089, -3.9908], [4.4010, 2.3941, -2.7286], [3.6847, 4.0104, -4.3509], [7.7050, 2.7704, -4.3129], [6.9451, 1.4733, -5.2555], [6.6257, 1.6032, -3.5274], [5.7253, 3.6316, -5.5292], [3.4487, 2.6426, -2.2688], [4.4224, 1.3236, -2.9447], [5.2047, 2.6261, -2.0286], [0.3057, -6.0671, 1.7752], [-0.3733, -4.9030, 1.2468], [-1.6036, -4.8452, 0.6694], [-2.3714, -6.1453, 0.5479], [-2.0685, -3.7912, 0.2717], [0.5213, -5.9388, 2.8381], [1.2521, -6.2281, 1.2551], [-0.3065, -6.9546, 1.6560], [0.1022, -4.0112, 1.2933], [-3.3233, -5.9293, 0.0731], [-1.8261, -6.8671, -0.0616], [-2.5560, -6.5839, 1.5292], [-3.8888, -4.8759, -7.1194], [-4.1183, -3.6064, -6.4604], [-3.2014, -2.7247, -5.9801], [-1.7446, -3.0921, -6.1443], [-3.5739, -1.6887, -5.4486], [-4.3165, -4.8704, -8.1235], [-4.3483, -5.6895, -6.5556], [-2.8257, -5.0730, -7.2009], [-5.0711, -3.3080, -6.3231], [-1.1119, -2.3077, -5.7360], [-1.5234, -4.0258, -5.6256], [-1.4969, -3.2104, -7.1998], [-3.7442, 4.0537, 5.1860], [-4.6625, 4.1912, 6.3021], [-6.0048, 3.9662, 6.3238], [-6.6527, 3.5218, 5.0313], [-6.6459, 4.1157, 7.3488], [-2.9825, 3.3214, 5.4368], [-3.2580, 5.0097, 4.9864], [-4.2673, 3.7286, 4.2933], [-4.2895, 4.4855, 7.1911], [-7.7133, 3.3853, 5.2164], [-6.5223, 4.2719, 4.2506], [-6.2285, 2.5785, 4.6845], [4.4787, 7.5266, -3.5927], [5.4974, 6.5458, -3.8960], [6.7680, 6.7504, -4.3153], [7.2229, 8.1821, -4.4961], [7.5165, 5.8090, -4.5419], [4.1504, 7.4294, -2.5565], [3.6111, 7.3800, -4.2375], [4.8601, 8.5318, -3.7417], [5.2540, 5.5711, -3.7993], [8.2543, 8.1687, -4.8341], [6.6120, 8.6944, -5.2402], [7.1643, 8.7318, -3.5560]], "forces_ev_per_angstrom": [[-0.1, -0.7, 0.3], [0.2, 0.5, -0.3], [-0.3, -0.2, 0.3], [0.4, -0.1, 0.4], [-0.2, 0.0, -0.1], [0.0, -0.1, -0.2], [-0.2, 0.0, -0.1], [0.1, 0.0, 0.1], [0.0, -0.1, 0.0], [0.1, 0.2, 0.0], [-0.1, -0.1, 0.0], [0.1, 0.0, -0.2], [0.0, 0.0, 0.2], [-0.1, -0.1, 0.7], [0.4, 0.2, -0.7], [-0.3, -0.4, 0.3], [0.4, 0.6, -0.8], [-0.4, -0.3, 0.3], [-0.1, 0.1, -0.2], [0.0, 0.4, -0.1], [0.1, 0.1, 0.0], [0.1, -0.1, -0.1], [0.0, 0.0, 0.0], [-0.1, 0.1, 0.0], [0.0, 0.0, -0.1], [0.2, -0.1, 0.1], [0.0, 0.0, 0.0], [0.0, 0.0, 0.0], [0.0, 0.0, 0.0], [0.0, 0.0, 0.0], [0.0, 0.0, 0.0], [0.0, 0.1, 0.0], [0.0, 0.0, 0.1], [0.1, 0.0, 0.1], [0.0, 0.0, 0.0], [0.0, 0.0, 0.0], [0.1, 0.0, 0.0], [0.0, 0.1, 0.0], [-0.1, -0.1, 0.0], [-0.1, 0.0, 0.0], [0.0, 0.1, 0.0], [0.0, 0.0, 0.0], [0.0, 0.0, 0.0], [-0.1, 0.0, 0.0], [0.0, -0.1, 0.0], [0.0, -0.1, -0.1], [0.1, 0.0, 0.2], [0.0, 0.0, 0.0], [0.1, 0.0, 0.0], [-0.1, 0.0, -0.1], [0.0, 0.1, 0.0], [0.0, 0.0, 0.0], [0.0, 0.0, 0.0], [-0.2, 0.1, -0.1], [0.0, 0.0, 0.0], [0.0, 0.1, 0.1], [0.0, 0.1, 0.0], [0.0, 0.2, -0.1], [-0.1, -0.1, 0.0], [0.0, -0.1, 0.0], [-0.1, -0.1, 0.0], [0.0, 0.1, 0.1], [0.0, 0.0, 0.0], [0.0, 0.0, 0.0], [0.0, 0.0, 0.0], [0.1, 0.1, 0.0], [0.0, 0.0, 0.0], [0.1, 0.0, 0.0], [0.0, -0.1, 0.0], [0.1, 0.2, 0.0], [-0.1, 0.0, 0.1], [0.0, 0.0, 0.0], [0.0, 0.0, 0.0], [0.0, 0.0, 0.0], [0.0, -0.1, 0.0], [0.0, -0.1, 0.0], [0.0, 0.0, 0.0], [0.0, 0.1, -0.2], [0.0, 0.0, 0.0], [0.0, 0.0, 0.0], [0.0, 0.0, 0.0], [-0.2, 0.1, 0.0], [0.1, 0.0, 0.0], [-0.1, -0.1, -0.1], [0.0, 0.1, 0.1], [0.2, 0.0, 0.1], [0.0, 0.0, 0.0], [0.0, 0.0, 0.0], [0.0, 0.0, 0.0], [0.0, 0.0, 0.0], [0.0, 0.0, 0.0], [0.0, 0.0, 0.0], [0.0, -0.1, 0.0], [-0.1, 0.2, 0.4], [-0.1, 0.0, -0.1], [0.0, 0.0, 0.0], [0.0, 0.0, 0.0], [0.0, 0.0, 0.0], [0.1, 0.0, -0.2], [0.0, 0.0, -0.1], [0.0, 0.0, 0.0], [0.0, 0.0, 0.0], [0.0, 0.0, 0.0], [0.0, 0.0, 0.0], [0.0, 0.0, 0.0], [0.0, -0.2, 0.0], [0.2, 0.0, 0.1], [0.0, 0.0, 0.0], [0.1, 0.0, 0.0], [0.0, 0.0, 0.0], [0.0, 0.1, 0.0], [0.0, 0.0, 0.0], [0.0, 0.0, 0.0], [-0.2, 0.0, -0.1], [0.0, 0.0, 0.0], [0.0, 0.0, 0.0], [0.0, 0.0, 0.0]], "lowdin_charge": [0.016, -0.111, -0.136, 0.779, -0.236, -0.217, -0.466, 0.154, 0.123, -0.587, 0.187, 0.175, 0.192, -0.407, 0.214, 0.162, -0.374, 0.218, 0.107, 0.084, 0.110, -0.068, 0.017, -0.529, -0.001, 0.018, 0.086, 0.086, 0.067, 0.140, 0.091, 0.068, 0.088, -0.081, 0.024, -0.555, -0.009, -0.004, 0.081, 0.063, 0.065, 0.125, 0.081, 0.085, 0.047, -0.068, 0.025, -0.529, 0.001, -0.006, 0.086, 0.080, 0.071, 0.111, 0.080, 0.086, 0.086, -0.059, 0.018, -0.563, 0.000, -0.006, 0.082, 0.085, 0.074, 0.141, 0.079, 0.072, 0.087, -0.080, 0.017, -0.553, -0.015, 0.031, 0.081, 0.083, 0.068, 0.102, 0.079, 0.081, 0.081, -0.079, 0.006, -0.532, 0.004, 0.027, 0.083, 0.083, 0.069, 0.138, 0.052, 0.090, 0.090, -0.066, 0.009, -0.557, -0.011, 0.033, 0.051, 0.087, 0.077, 0.139, 0.082, 0.084, 0.080, -0.072, 0.021, -0.549, -0.014, 0.017, 0.083, 0.086, 0.069, 0.097, 0.079, 0.082, 0.082], "gap_ha": 0.2518, "energy_ha": -3530.401400, "homo_energy_ev": -8.8}